# C6H9N2S

An isolated ion of composition C6H9N2S and charge -1 (ωB97M-V with the def2-TZVPD basis set, the Open Molecules 2025 dataset).

The geometry in XYZ format:
```
18
Properties=species:S:1:pos:R:3:forces:R:3:nbo_charge:R:1
C 1.408271 -1.677280 0.100248 0.2 -2.0 -0.4 -0.46
C 2.795089 -2.032045 0.107154 1.3 -2.4 -0.4 -0.01
C 1.109822 -0.417836 0.179477 -0.8 2.5 -0.4 -0.07
C -1.134667 0.066523 -0.952022 -1.9 -0.1 1.4 -0.61
C -0.266878 1.675265 0.813795 0.4 -0.2 -5.1 -0.61
C -0.276243 0.148465 0.344940 -0.6 0.0 1.9 -0.30
N 3.806234 -1.201465 0.122032 -0.4 -1.8 -0.9 -0.22
N 3.666809 0.012420 0.351456 -1.2 1.8 1.4 -0.26
S 4.369928 1.328432 -0.330560 0.1 -0.6 -0.3 -0.15
H 0.757140 -2.595088 -0.015044 0.1 0.9 0.3 0.15
H 2.992116 -3.161751 0.044250 0.3 1.8 0.3 0.16
H -2.256348 0.161752 -0.712100 1.2 -1.3 0.2 0.19
H -0.919685 -0.778782 -1.616922 -0.1 0.4 0.2 0.22
H -1.192832 1.016756 -1.422770 1.4 0.9 -1.2 0.20
H -1.243124 2.122460 0.420706 0.9 -0.3 1.8 0.19
H 0.487219 2.254659 0.115833 -1.1 -1.3 1.2 0.21
H 0.159798 1.771819 1.763650 -0.3 0.5 1.7 0.22
H -0.796888 -0.462303 1.229937 0.6 1.1 -1.7 0.15
```
Forces are in eV/Å.

The value obtained for the HOMO-LUMO gap (alpha / beta) is 0.2276 / 0.2247 Ha. As for the total energy: -20178.6400 eV. As for the total charge: -1. For the energy relative to the best compared isomer or geometry (same formula, charge and spin), the calculation gives 3.802 eV.

# C22H18BF2N4O4RuS

C22H18BF2N4O4RuS as an isolated structure (ωB97M-V with the def2-TZVPD basis set, the Open Molecules 2025 dataset).

The geometry in XYZ format:
```
53
Properties=species:S:1:pos:R:3:forces:R:3:nbo_charge:R:1
Ru 0.083901 0.171427 1.312452 0.5 -1.6 -0.5 0.78
O 0.016068 0.047675 3.362582 0.2 0.5 0.7 -0.50
N -0.619845 -0.902421 3.923651 0.2 0.3 0.2 0.18
N -1.011877 -1.780751 3.121932 -0.5 -1.1 -0.2 0.14
O -0.744770 -1.742543 1.823179 -0.2 0.7 0.1 -0.60
C -1.761192 -2.915498 3.616781 0.1 0.1 -0.2 0.17
C -2.026125 -3.071120 4.969842 0.1 0.2 0.1 -0.24
C -2.732579 -4.185267 5.388331 0.0 0.0 0.0 -0.20
C -3.172403 -5.130609 4.469169 0.0 0.0 0.1 -0.21
C -2.911901 -4.947586 3.122323 0.0 0.0 -0.1 -0.20
C -2.202963 -3.835259 2.687014 -0.1 -0.1 -0.2 -0.24
H -1.683979 -2.325614 5.674024 0.0 -0.1 0.0 0.24
H -2.944230 -4.312732 6.442092 0.0 0.0 0.0 0.22
H -3.716831 -6.003809 4.805798 0.0 0.0 0.0 0.22
H -3.264311 -5.670791 2.398470 0.0 0.0 0.0 0.22
H -1.993787 -3.668737 1.641106 0.0 0.0 0.0 0.26
C -1.729974 4.794474 -5.046811 0.0 -0.1 0.0 -0.63
C -1.514245 3.596988 -4.158799 0.0 0.1 0.0 0.01
C -0.635467 3.649516 -3.083956 0.0 0.0 0.0 -0.21
C -0.440284 2.548617 -2.261190 -0.1 -0.1 -0.1 -0.19
C -1.137276 1.380832 -2.523799 0.0 0.1 -0.1 -0.29
C -2.011282 1.296960 -3.604487 0.0 0.0 0.0 -0.18
C -2.196149 2.405433 -4.408845 0.0 0.0 0.0 -0.22
S -0.951375 -0.055526 -1.519425 0.0 0.0 0.2 2.32
O -1.968641 -0.066564 -0.486657 0.0 0.1 -0.2 -0.94
O -0.871318 -1.170630 -2.420727 0.1 -0.1 0.0 -0.94
N 0.403130 0.161267 -0.657803 -0.1 0.0 -0.1 -0.91
C 1.709825 0.030939 -1.110991 -0.2 0.1 0.4 0.15
C 2.144825 -0.047000 -2.406168 0.1 -0.1 -0.3 -0.24
C 3.527342 -0.122988 -2.691633 -0.2 0.0 -0.2 -0.17
C 4.467343 -0.114624 -1.707027 0.1 0.0 0.1 -0.22
C 4.054490 -0.037912 -0.356989 -0.1 0.0 0.1 -0.09
C 4.942648 -0.029300 0.738551 0.2 0.0 -0.1 -0.10
C 4.462480 0.022560 2.012213 -0.1 0.0 0.2 -0.27
C 3.073907 0.082788 2.220190 0.2 -0.1 0.3 0.10
N 2.223049 0.084182 1.227805 -0.8 1.1 -0.3 -0.45
C 2.679403 0.028344 -0.065166 0.1 -0.1 0.0 0.20
H -1.143747 5.648588 -4.709970 0.0 0.0 0.0 0.22
H -2.781988 5.085606 -5.055023 0.0 0.0 0.0 0.22
H -1.445860 4.570497 -6.076876 0.0 0.0 0.0 0.22
H -0.097184 4.568079 -2.879811 0.0 0.0 0.0 0.21
H 0.240762 2.598451 -1.424169 0.0 0.0 0.0 0.24
H -2.528315 0.367003 -3.805393 0.0 0.0 0.0 0.24
H -2.878831 2.347542 -5.249535 0.0 0.0 0.0 0.21
H 1.417129 -0.067037 -3.206326 0.1 0.0 0.0 0.24
H 3.845292 -0.189264 -3.724466 -0.1 0.0 0.0 0.22
H 5.522622 -0.176841 -1.941026 0.0 0.0 0.0 0.22
H 6.010777 -0.063558 0.554482 0.0 0.0 0.0 0.22
H 5.129661 0.022875 2.862400 0.0 0.0 0.0 0.23
H 2.643186 0.128116 3.212743 0.0 0.1 0.0 0.23
F -1.192794 2.753735 0.595285 0.0 0.0 0.1 -0.52
B -0.913129 1.923531 1.606664 0.7 0.2 0.1 1.12
F -1.373182 2.317973 2.793969 -0.1 -0.1 -0.2 -0.51
```
Forces are in eV/Å.

The value obtained for the HOMO-LUMO gap (alpha / beta) is 0.2597 / 0.2621 Ha. As for the total energy: -56784.9138 eV. As for the spin multiplicity: 2. For the energy relative to the best compared isomer or geometry (same formula, charge and spin), the calculation gives 1.351 eV.

# C10H17NS

A single C10H17NS molecule (ωB97M-V with the def2-TZVPD basis set, the Open Molecules 2025 dataset).

The geometry in XYZ format:
```
29
Properties=species:S:1:pos:R:3:forces:R:3:nbo_charge:R:1
C -1.449010 -2.615085 -1.071861 -2.1 2.4 0.4 -0.65
C -0.454601 -1.487713 -0.906748 0.2 -0.5 0.0 0.17
C 0.723818 -1.760598 -0.343091 0.2 0.0 0.4 -0.22
C 1.766924 -0.690092 -0.355178 -2.0 1.1 -2.8 -0.44
C 1.131442 0.711592 -0.201172 1.9 0.8 -0.6 -0.27
C 0.600202 0.964799 1.185397 -1.6 2.2 1.9 -0.25
C -0.102589 2.351268 1.303381 1.8 1.4 -2.2 -0.61
C 1.558780 0.985917 2.362521 1.7 -2.1 2.5 -0.62
C 0.029832 0.883752 -1.246172 0.8 0.5 -1.2 0.17
S -0.022057 2.266873 -2.144322 -0.1 0.6 0.2 -0.16
N -0.726374 -0.165937 -1.584896 -0.7 -2.8 1.9 -0.43
C -1.911006 -0.060449 -2.457196 2.6 -0.4 -0.8 -0.42
H -1.332479 -2.934661 -2.067267 -0.6 -0.3 -1.6 0.22
H -2.486600 -2.176329 -0.867131 1.1 -0.9 -0.6 0.21
H -1.375522 -3.531711 -0.521409 0.7 0.0 1.0 0.24
H 0.979174 -2.764864 0.121746 -0.7 1.4 -0.8 0.22
H 2.531296 -0.899559 0.274215 2.3 -0.3 2.3 0.22
H 2.219177 -0.666145 -1.362188 0.0 -0.2 0.1 0.22
H 1.915669 1.553947 -0.520914 -1.6 -1.8 1.0 0.25
H -0.185670 0.259396 1.427430 -0.1 -0.6 -0.1 0.21
H -0.945020 2.483970 0.634417 -0.5 -0.1 0.3 0.22
H 0.587073 3.195751 0.961553 -0.4 -1.2 0.0 0.21
H -0.235636 2.689278 2.296883 -0.9 -0.3 1.2 0.21
H 2.531847 1.494757 2.122064 -1.0 -0.2 0.4 0.21
H 1.831767 -0.060636 2.746309 0.1 0.9 -1.2 0.20
H 1.163202 1.287212 3.430671 0.3 0.4 -2.5 0.23
H -1.780687 0.694558 -3.189062 0.1 1.5 0.1 0.25
H -1.914103 -0.858552 -3.135341 0.1 -1.9 -0.6 0.20
H -2.838488 -0.064224 -2.009183 -1.8 0.5 1.5 0.21
```
Forces are in eV/Å.

The value obtained for the HOMO-LUMO gap is 0.3178 Ha. The SMILES is CC1=CC[C@H](C(C)C)C(=S)N1C. As for the total energy: -22969.1138 eV. For the energy relative to the best compared isomer or geometry (same formula, charge and spin), the calculation gives 0.381 eV.

# C5H10O2

C5H10O2 as an isolated structure (ωB97M-V with the def2-TZVPD basis set, the Open Molecules 2025 dataset).

The geometry in XYZ format:
```
17
Properties=species:S:1:pos:R:3:forces:R:3:nbo_charge:R:1
C 1.224527 1.652840 0.106281 0.2 0.1 0.1 -0.25
O 0.075109 1.361596 -0.640460 -0.1 0.2 0.0 -0.54
C 0.280925 -1.389209 -0.960240 -0.1 -0.3 -0.1 -0.32
C 0.448816 -1.828844 0.467047 0.3 0.0 0.2 -0.08
O -0.975374 -2.143082 0.498279 -0.2 -0.1 0.1 -0.51
C -0.999689 -1.720498 -0.822748 0.0 -0.2 -0.3 0.12
C -1.108473 1.359037 0.122104 -0.2 0.1 0.0 -0.26
H 1.398788 0.933835 0.923962 -0.1 0.1 -0.2 0.16
H 2.077701 1.623341 -0.581478 -0.2 0.0 0.2 0.19
H 1.157141 2.653543 0.552992 0.1 0.0 0.0 0.17
H 0.918905 -0.990262 -1.728284 -0.1 0.0 0.1 0.23
H 0.681853 -1.064667 1.212616 0.0 -0.1 -0.1 0.18
H 1.029820 -2.736357 0.635345 0.0 0.1 0.0 0.20
H -1.913241 -1.766758 -1.402227 0.1 0.1 0.1 0.20
H -1.945096 1.275561 -0.579266 0.2 0.0 0.2 0.19
H -1.155224 0.518385 0.832706 0.1 0.1 -0.1 0.17
H -1.216325 2.296848 0.685181 0.0 -0.1 0.0 0.17
```
Forces are in eV/Å.

The value obtained for the HOMO-LUMO gap is 0.3541 Ha. As for the total energy: -9438.9553 eV. For the energy relative to the best compared isomer or geometry (same formula, charge and spin), the calculation gives 4.088 eV.

# C4H7NO2

A 2-piece molecular cluster, C4H7NO2 overall (ωB97M-V with the def2-TZVPD basis set, the Open Molecules 2025 dataset).

The geometry in XYZ format:
```
14
Properties=species:S:1:pos:R:3:forces:R:3:nbo_charge:R:1
C 0.872333 -0.986534 1.412182 0.1 0.0 0.1 -0.72
C -0.073050 -0.952781 0.227673 0.2 0.1 0.2 0.56
N -1.374321 -0.795459 0.383258 0.0 -0.4 -0.4 -0.50
O 0.399303 -0.911099 -0.958898 -0.1 0.5 -0.1 -0.53
C 0.431751 1.116719 -1.425380 -0.1 -0.4 0.5 -0.18
C -0.934933 1.255945 -1.134172 0.1 0.0 -0.1 0.20
O -1.313004 1.137751 0.054175 0.0 0.8 -0.2 -0.44
H 0.908318 0.002334 1.890116 0.0 -0.1 -0.1 0.23
H 0.528595 -1.703355 2.168435 0.0 0.2 -0.2 0.23
H 1.879579 -1.265665 1.094265 -0.2 0.0 0.0 0.23
H -1.625150 -0.613165 1.346503 0.0 -0.4 0.4 0.34
H 1.155357 1.305539 -0.635495 -0.2 -0.1 -0.2 0.21
H 0.773814 1.190121 -2.448870 0.1 -0.3 0.0 0.21
H -1.671597 1.253195 -1.952652 0.2 0.0 0.2 0.15
```
Forces are in eV/Å.

The value obtained for the HOMO-LUMO gap is 0.3091 Ha. As for the total energy: -9842.7474 eV. For the energy relative to the best compared isomer or geometry (same formula, charge and spin), the calculation gives 4.532 eV.

# C3H10NO2

A 2-piece molecular cluster, C3H10NO2 overall (ωB97M-V with the def2-TZVPD basis set, the Open Molecules 2025 dataset).

The geometry in XYZ format:
```
16
Properties=species:S:1:pos:R:3:forces:R:3:nbo_charge:R:1
C -0.161555 1.410129 0.789619 0.3 -1.6 0.1 -0.16
O -0.288482 2.611148 1.370970 0.0 0.4 -0.3 -0.26
C -0.111943 0.254596 1.805834 -0.5 -0.2 -0.6 -0.24
N -0.217866 -1.052698 1.119181 -0.2 0.5 0.0 -0.86
H -0.934654 1.172470 0.027991 -0.1 0.5 0.1 0.20
H 0.754510 1.343176 0.169243 0.1 0.5 0.0 0.24
H 0.828307 0.256853 2.346666 -0.1 0.2 0.3 0.20
H -0.973864 0.448517 2.451511 0.3 -0.2 0.4 0.18
H 0.157766 -1.796792 1.686616 0.1 -0.1 0.1 0.38
H -1.192733 -1.278774 0.965698 0.0 -0.1 -0.1 0.37
C 0.306598 -0.369664 -2.440381 0.3 -0.7 0.1 -0.25
O 0.721694 -1.406913 -1.567758 0.0 0.1 0.5 -0.77
H 0.843592 -0.535839 -3.377022 -0.1 0.1 0.0 0.18
H -0.762796 -0.439531 -2.653306 -0.1 0.2 0.0 0.15
H 0.568917 0.620636 -2.070731 -0.1 0.2 0.0 0.15
H 0.462515 -1.237307 -0.624133 0.0 0.1 -0.8 0.49
```
Forces are in eV/Å.

The value obtained for the HOMO-LUMO gap (alpha / beta) is 0.3889 / 0.2935 Ha. As for the total energy: -8855.4527 eV. As for the spin multiplicity: 2. For the energy relative to the best compared isomer or geometry (same formula, charge and spin), the calculation gives 0.363 eV.